# 1
The following is a quantum chemistry calculation of a cluster of 11 separate species, C24H68O22S in total, from the Open Molecules 2025 dataset.

ORCA input file:
```
! RIJCOSX wB97M-V def2-TZVPD def2/J DEFGRID3
* xyz 0 1
C -17.422 14.140 -2.314
C -17.179 13.313 -3.643
C -18.506 13.216 -4.418
S -19.877 13.566 -3.287
O -20.595 12.336 -2.971
O -20.651 14.725 -3.720
C -18.842 13.945 -1.793
H -17.262 15.187 -2.569
H -16.619 13.958 -1.601
H -16.795 12.354 -3.295
H -16.334 13.730 -4.190
H -18.626 12.220 -4.843
H -18.784 13.859 -5.253
H -19.078 13.136 -1.101
H -19.218 14.862 -1.338
C -17.722 16.388 10.636
C -16.856 16.307 11.894
O -17.147 15.164 12.641
O -17.245 15.516 9.558
H -17.684 17.449 10.390
H -18.776 16.161 10.797
H -17.126 17.188 12.476
H -15.797 16.220 11.654
H -16.733 14.380 12.273
H -17.597 14.628 9.656
C -7.471 18.342 7.739
C -8.582 19.427 7.657
O -9.529 19.030 6.613
O -7.896 17.179 8.393
H -6.651 18.635 8.394
H -7.028 18.251 6.747
H -8.064 20.368 7.470
H -9.114 19.628 8.587
H -10.078 18.452 7.148
H -7.105 16.698 8.648
C -11.832 21.985 1.375
C -13.223 21.314 1.254
O -13.210 20.024 1.896
O -11.516 22.349 2.646
H -11.836 22.903 0.787
H -11.264 21.164 0.938
H -13.617 21.100 0.260
H -14.014 21.900 1.722
H -13.249 20.055 2.855
H -11.384 21.541 3.147
C -5.577 10.889 7.630
C -6.044 9.436 7.681
O -4.890 8.658 7.804
O -5.222 11.393 8.945
H -6.512 11.391 7.383
H -4.754 11.031 6.929
H -6.686 9.215 6.828
H -6.739 9.186 8.482
H -5.066 7.764 7.502
H -4.858 10.672 9.463
C -13.187 14.279 5.263
C -12.237 13.959 4.120
O -12.307 14.623 2.889
O -13.317 15.609 5.634
H -13.037 13.572 6.079
H -14.151 14.139 4.775
H -12.028 12.929 3.830
H -11.314 14.321 4.574
H -12.451 15.553 3.079
H -13.843 15.596 6.437
C -20.044 10.776 6.325
C -19.795 10.234 4.944
O -20.041 8.846 4.896
O -18.970 10.372 7.153
H -21.024 10.411 6.632
H -20.077 11.864 6.274
H -18.816 10.398 4.493
H -20.430 10.782 4.248
H -19.999 8.535 3.989
H -18.921 9.413 7.129
C -9.380 10.884 -1.417
C -8.391 9.877 -0.805
O -8.332 10.172 0.539
O -8.826 12.198 -1.214
H -10.383 10.919 -0.991
H -9.519 10.800 -2.495
H -7.435 10.030 -1.306
H -8.775 8.861 -0.895
H -7.727 10.910 0.651
H -9.482 12.647 -0.675
C -5.006 15.191 2.461
C -4.875 16.452 1.629
O -5.911 16.346 0.710
O -4.852 13.946 1.769
H -5.980 15.166 2.949
H -4.215 15.340 3.196
H -3.901 16.447 1.140
H -4.946 17.304 2.306
H -6.138 15.420 0.603
H -4.233 14.006 1.037
C -11.578 12.845 11.859
C -10.402 12.264 12.631
O -9.292 13.124 12.687
O -12.772 11.990 11.922
H -11.341 13.044 10.813
H -11.745 13.748 12.445
H -10.061 11.322 12.202
H -10.717 12.067 13.656
H -9.065 13.222 11.759
H -12.728 11.447 11.131
C -20.436 19.024 3.077
C -19.623 18.441 4.210
O -19.140 17.175 3.888
O -19.586 19.206 1.960
H -20.896 19.947 3.431
H -21.259 18.369 2.792
H -20.346 18.451 5.025
H -18.758 19.041 4.494
H -18.412 17.077 4.505
H -18.977 18.464 1.999
*
```

**Orbital gap**: 0.356 Ha
**E_LUMO**: -0.0069 Eh
**Strongest force on any atom**: 4.15 eV/A
**Electronic energy**: -3008.336824 Eh
**SMILES**: O=S1(=O)CCCC1.OCCO.OCCO.OCCO.OCCO.OCCO.OCCO.OCCO.OCCO.OCCO.OCCO
**M**: 740.9 g/mol
**Highest occupied orbital energy**: -0.3630 Ha

# 2
The following is a quantum chemistry calculation of a cluster of 10 separate species, C24H70N2O18 in total, from the Open Molecules 2025 dataset.

ORCA input file:
```
! RIJCOSX wB97M-V def2-TZVPD def2/J DEFGRID3
* xyz 0 1
C -3.324 3.487 0.389
C -2.351 3.572 1.542
C -2.516 4.808 2.401
O -2.216 5.982 1.692
C -3.354 6.701 1.252
N -2.443 2.337 2.357
H -3.066 4.219 -0.379
H -4.368 3.614 0.688
H -3.229 2.542 -0.149
H -1.345 3.590 1.114
H -1.890 4.744 3.298
H -3.537 4.835 2.821
H -4.132 6.093 0.782
H -2.997 7.394 0.488
H -3.795 7.263 2.083
H -3.414 2.104 2.546
H -2.002 2.469 3.263
C 4.233 0.349 -3.899
C 3.282 -0.248 -2.878
C 3.743 -1.643 -2.467
O 3.699 -2.562 -3.545
C 4.089 -3.882 -3.200
N 3.261 0.621 -1.681
H 3.912 1.374 -4.123
H 4.174 -0.167 -4.856
H 5.263 0.408 -3.546
H 2.279 -0.285 -3.312
H 3.179 -2.001 -1.590
H 4.790 -1.558 -2.124
H 3.224 -4.468 -2.861
H 4.812 -3.877 -2.378
H 4.519 -4.363 -4.074
H 2.701 0.222 -0.913
H 4.195 0.655 -1.273
C -0.807 -3.721 -4.821
C 0.413 -3.109 -4.237
O 1.496 -3.330 -5.118
O -1.941 -3.140 -4.182
H -0.771 -4.811 -4.740
H -0.817 -3.490 -5.894
H 0.676 -3.552 -3.265
H 0.273 -2.031 -4.070
H 2.297 -3.075 -4.617
H -2.692 -3.728 -4.302
C 1.253 -4.024 1.455
C 1.199 -4.256 2.942
O 2.491 -4.046 3.510
O 1.926 -5.057 0.782
H 1.687 -3.029 1.274
H 0.227 -3.923 1.095
H 0.898 -5.304 3.108
H 0.407 -3.683 3.438
H 2.402 -4.155 4.462
H 2.824 -5.076 1.134
C 0.801 3.155 -1.795
C 2.059 3.940 -2.036
O 3.152 3.453 -1.283
O 0.726 1.986 -2.602
H -0.067 3.772 -2.038
H 0.758 2.882 -0.734
H 1.895 4.996 -1.809
H 2.306 3.938 -3.110
H 3.276 2.517 -1.523
H 1.398 1.355 -2.301
C -3.482 -4.290 1.989
C -2.680 -3.170 1.390
O -1.804 -2.655 2.401
O -3.691 -5.380 1.111
H -4.450 -3.985 2.380
H -2.898 -4.627 2.859
H -3.292 -2.344 1.010
H -2.093 -3.567 0.546
H -1.562 -1.753 2.107
H -2.839 -5.750 0.864
C 2.074 0.382 3.381
C 3.573 0.539 3.438
O 4.114 -0.343 4.394
O 1.676 -0.893 2.916
H 1.587 1.134 2.756
H 1.686 0.564 4.396
H 3.753 1.593 3.698
H 4.040 0.381 2.469
H 4.063 0.096 5.248
H 2.129 -1.574 3.438
C -3.146 1.320 -5.378
C -2.594 1.359 -3.980
O -1.764 2.506 -3.855
O -3.877 2.511 -5.659
H -3.838 0.486 -5.503
H -2.310 1.201 -6.078
H -1.995 0.474 -3.760
H -3.396 1.413 -3.236
H -0.861 2.202 -3.677
H -3.226 3.219 -5.722
C -1.158 -0.109 -0.046
C -0.053 -1.051 -0.379
O 1.175 -0.655 0.203
O -1.273 -0.095 1.398
H -2.099 -0.358 -0.549
H -0.932 0.920 -0.358
H 0.074 -1.154 -1.452
H -0.376 -2.033 -0.004
H 1.162 -0.930 1.139
H -1.575 0.795 1.701
C -0.629 1.839 5.680
C -1.506 0.705 5.333
O -2.464 0.418 6.345
O -1.398 3.041 5.585
H 0.191 1.865 4.952
H -0.223 1.761 6.692
H -0.903 -0.197 5.142
H -1.960 0.924 4.360
H -3.070 -0.239 5.993
H -1.000 3.722 6.131
*
```

**Orbital gap**: 0.360 Ha
**E_LUMO**: 0.0072 Eh
**Strongest force on any atom**: 1.65 eV/A
**Electronic energy**: -2420.108584 Eh
**ΔE to the lowest compared entry with this formula, charge and spin**: 0.000 eV
**SMILES**: COC[C@H](C)N.COC[C@H](C)N.OCCO.OCCO.OCCO.OCCO.OCCO.OCCO.OCCO.OCCO
**M**: 674.8 g/mol
**Highest occupied orbital energy**: -0.3526 Ha

# 3
The following is a quantum chemistry calculation of a cluster of 9 separate species, C24H71N13O9 in total, from the Open Molecules 2025 dataset.

ORCA input file:
```
! RIJCOSX wB97M-V def2-TZVPD def2/J DEFGRID3
* xyz 0 1
C 3.207 1.432 -4.885
O 2.108 1.141 -5.322
N 4.304 0.984 -5.324
N 3.384 2.153 -3.801
H 5.226 1.290 -5.050
H 4.149 0.388 -6.124
H 4.294 2.065 -3.372
H 2.553 2.515 -3.355
C 7.091 2.674 -1.297
O 6.574 3.305 -0.367
N 7.893 3.150 -2.162
N 6.820 1.445 -1.501
H 8.361 2.600 -2.868
H 8.295 4.062 -1.995
H 6.029 1.098 -0.978
H 7.274 0.888 -2.211
C 1.177 -0.001 0.169
O 2.372 -0.089 -0.052
N 0.640 -0.153 1.317
N 0.233 0.229 -0.694
H 1.124 -0.424 2.161
H -0.360 -0.025 1.268
H -0.727 0.389 -0.424
H 0.505 0.392 -1.653
C -4.791 1.732 0.968
O -3.898 1.449 0.156
N -4.951 1.275 2.199
N -5.756 2.542 0.626
H -5.700 1.734 2.697
H -4.289 0.643 2.627
H -6.473 2.704 1.319
H -5.438 3.233 -0.039
C -0.674 9.427 3.783
C -0.288 9.312 2.309
C -0.213 7.813 1.764
O -0.026 7.736 0.303
C 0.026 6.383 -0.111
N -1.207 10.100 1.565
H 0.173 9.133 4.403
H -1.501 8.764 4.038
H -0.934 10.453 4.042
H 0.657 9.832 2.149
H -1.138 7.321 2.066
H 0.611 7.332 2.289
H 0.706 5.812 0.522
H 0.266 6.253 -1.166
H -0.850 5.756 0.054
H -2.183 9.891 1.722
H -1.218 9.682 0.645
C -0.347 1.485 6.258
C 0.544 0.828 7.358
C 1.970 0.461 6.838
O 1.967 -0.582 5.840
C 3.174 -0.808 5.195
N 0.462 1.683 8.527
H -0.717 0.750 5.543
H 0.202 2.267 5.733
H -1.245 1.875 6.738
H -0.019 -0.056 7.659
H 2.387 0.003 7.735
H 2.475 1.349 6.458
H 2.985 -1.408 4.305
H 3.893 -1.341 5.816
H 3.605 0.111 4.797
H 0.865 1.205 9.321
H 0.844 2.618 8.514
C 5.887 -9.329 -2.879
C 5.323 -8.314 -3.968
C 4.797 -7.003 -3.290
O 4.136 -6.073 -4.187
C 3.876 -4.765 -3.593
N 6.426 -7.950 -4.815
H 6.594 -8.895 -2.172
H 6.397 -10.214 -3.259
H 5.106 -9.751 -2.247
H 4.539 -8.836 -4.515
H 5.614 -6.504 -2.769
H 4.106 -7.263 -2.488
H 4.803 -4.306 -3.247
H 3.059 -4.533 -2.909
H 3.737 -4.115 -4.457
H 5.971 -7.479 -5.584
H 6.908 -7.229 -4.297
C -1.337 -5.472 6.201
C -1.587 -4.771 4.848
C -2.459 -3.603 4.933
O -2.495 -2.951 3.667
C -3.332 -3.550 2.676
N -0.275 -4.470 4.411
H -1.006 -4.791 6.985
H -0.633 -6.303 6.262
H -2.278 -5.917 6.524
H -1.987 -5.536 4.182
H -1.951 -2.921 5.616
H -3.480 -3.964 5.051
H -3.084 -4.596 2.494
H -3.197 -3.139 1.675
H -4.387 -3.408 2.909
H -0.433 -3.955 3.557
H 0.105 -3.715 4.965
C -8.527 -0.727 -8.680
C -7.581 0.363 -8.084
C -7.336 0.131 -6.617
O -6.095 0.515 -6.142
C -5.670 -0.221 -4.994
N -6.333 0.393 -8.754
H -9.458 -0.598 -8.128
H -8.126 -1.710 -8.432
H -8.630 -0.745 -9.765
H -8.043 1.316 -8.343
H -7.538 -0.922 -6.423
H -8.066 0.678 -6.019
H -6.345 -0.027 -4.161
H -4.771 0.185 -4.530
H -5.511 -1.271 -5.237
H -5.744 0.552 -7.949
H -6.176 -0.556 -9.063
*
```

**Orbital gap**: 0.335 Ha
**E_LUMO**: 0.0032 Eh
**Strongest force on any atom**: 6.85 eV/A
**Electronic energy**: -2345.856698 Eh
**ΔE to the lowest compared entry with this formula, charge and spin**: 6.693 eV
**SMILES**: COC[C@H](C)N.COC[C@H](C)N.COC[C@H](C)N.COC[C@H](C)N.COC[C@H](C)N.NC(N)=O.NC(N)=O.NC(N)=O.NC(N)=O
**M**: 685.9 g/mol
**Highest occupied orbital energy**: -0.3315 Ha

# 4
The following is a quantum chemistry calculation of a cluster of 9 separate species, C24H71N5O9 in total, from the Open Molecules 2025 dataset.

ORCA input file:
```
! RIJCOSX wB97M-V def2-TZVPD def2/J DEFGRID3
* xyz 0 1
C -4.925 1.509 -1.592
O -3.549 1.671 -1.230
H -5.477 0.945 -0.820
H -5.399 2.481 -1.684
H -5.063 0.930 -2.517
H -3.059 0.838 -1.318
C -2.099 -2.686 -4.354
O -1.147 -2.016 -5.229
H -1.689 -2.673 -3.335
H -3.068 -2.190 -4.286
H -2.176 -3.715 -4.698
H -1.413 -1.130 -5.468
C -0.415 -0.422 -1.739
O -1.337 -0.022 -0.699
H -0.321 -1.521 -1.805
H -0.897 -0.215 -2.706
H 0.563 0.060 -1.750
H -0.902 -0.020 0.169
C -4.526 -1.786 -0.336
O -3.323 -1.927 -1.200
H -5.412 -1.682 -0.967
H -4.686 -2.718 0.241
H -4.412 -0.983 0.397
H -2.639 -1.374 -0.762
C -0.354 6.802 -0.499
C 0.871 6.155 -1.146
C 0.494 5.184 -2.170
O 1.528 4.316 -2.449
C 1.262 2.944 -2.060
N 1.753 7.218 -1.757
H -0.081 7.580 0.209
H -0.912 6.013 0.030
H -0.996 7.275 -1.244
H 1.377 5.586 -0.346
H 0.270 5.705 -3.125
H -0.512 4.755 -2.006
H 0.963 2.885 -1.001
H 2.191 2.422 -2.241
H 0.381 2.598 -2.619
H 2.474 7.449 -1.065
H 2.292 6.799 -2.522
C 0.578 -3.284 5.613
C 0.077 -2.390 4.527
C 1.112 -1.321 4.110
O 0.545 -0.436 3.213
C 1.515 0.420 2.620
N -0.573 -3.156 3.437
H 1.006 -2.718 6.457
H 1.408 -3.943 5.322
H -0.218 -3.883 6.049
H -0.752 -1.817 4.979
H 2.041 -1.752 3.704
H 1.380 -0.801 5.055
H 2.369 -0.224 2.340
H 1.831 1.248 3.262
H 1.121 0.873 1.721
H -1.253 -2.610 2.930
H 0.105 -3.446 2.733
C -0.140 2.584 4.928
C -1.469 2.739 4.169
C -1.440 2.109 2.826
O -0.440 2.580 2.000
C -0.674 3.932 1.576
N -2.616 2.223 4.999
H 0.042 1.515 5.117
H -0.243 3.055 5.904
H 0.679 3.013 4.360
H -1.685 3.818 4.110
H -2.401 2.264 2.314
H -1.255 1.040 2.942
H -1.087 4.554 2.375
H -1.408 3.942 0.749
H 0.243 4.374 1.200
H -3.486 2.418 4.497
H -2.539 1.191 5.013
C 1.942 -1.946 -3.837
C 3.389 -1.433 -3.677
C 3.524 -0.328 -2.650
O 4.727 0.367 -2.765
C 4.694 1.358 -3.793
N 4.254 -2.588 -3.240
H 1.194 -1.171 -4.068
H 1.554 -2.476 -2.967
H 1.888 -2.560 -4.740
H 3.725 -1.118 -4.675
H 3.554 -0.717 -1.632
H 2.662 0.353 -2.709
H 4.577 0.893 -4.778
H 5.653 1.872 -3.785
H 3.907 2.093 -3.597
H 5.232 -2.250 -3.308
H 4.243 -3.319 -3.958
C -1.990 -4.777 0.144
C -0.617 -5.418 0.192
C 0.462 -4.520 -0.348
O 0.926 -3.670 0.682
C 2.304 -3.397 0.574
N -0.274 -5.936 1.512
H -2.396 -4.826 -0.867
H -1.981 -3.756 0.547
H -2.695 -5.274 0.817
H -0.691 -6.311 -0.440
H -0.009 -3.856 -1.082
H 1.289 -5.098 -0.752
H 2.470 -2.758 -0.304
H 2.918 -4.300 0.510
H 2.600 -2.865 1.476
H 0.108 -5.222 2.109
H -1.145 -6.195 1.958
*
```

**Orbital gap**: 0.347 Ha
**E_LUMO**: 0.0190 Eh
**Strongest force on any atom**: 2.94 eV/A
**Electronic energy**: -1907.741891 Eh
**ΔE to the lowest compared entry with this formula, charge and spin**: 3.511 eV
**SMILES**: COC[C@H](C)N.COC[C@H](C)N.COC[C@H](C)N.COC[C@H](C)N.COC[C@H](C)N.CO.CO.CO.CO
**M**: 573.9 g/mol
**Highest occupied orbital energy**: -0.3277 Ha

Q: Which value of highest occupied orbital energy does entry 4 give?
A: -0.3277 Ha

Q: Which of these has the highest E_LUMO?
A: C24H71N5O9

Q: The lowest strongest force on any atom belongs to which entry?
A: C24H70N2O18

Q: Which formula does entry 3 have?
A: C24H71N13O9